The following is a DFT calculation (the ωB97M-V functional and the def2-TZVPD basis) of C6H10 in the gas phase.

Summary:
- Kohn-Sham gap: 9.8 eV
- Electronic energy: -6381.502 eV
- ΔE to the lowest compared entry with this formula, charge and spin: 54.4 kcal/mol
- HOMO level: -8.9 eV
- Structure (SMILES): CC=C=CCC
- Largest force on an atom: 0.74 eV Å⁻¹

Element x y z (Å)
C1 -1.50448 -0.22203 -1.82671
C2 -0.28706 0.64333 -2.03176
C3 0.38519 0.93862 -0.94908
C4 1.08970 0.37653 -0.00491
C5 1.22131 0.46242 1.47194
C6 0.10992 -0.45630 2.01126
H1 -1.96615 0.01349 -0.86234
H2 -2.24928 -0.10495 -2.61337
H3 -1.19787 -1.27998 -1.79262
H4 0.15861 0.79004 -3.00717
H5 1.42864 -0.58547 -0.38916
H6 1.14693 1.47396 1.87713
H7 2.19963 0.04664 1.73377
H8 0.06559 -1.37585 1.41267
H9 0.26975 -0.74490 3.05268
H10 -0.87041 0.02443 1.91768